Record 1
Formula: C5H6N
Source: the Open Molecules 2025 dataset
Level of theory: wB97M-V/def2-TZVPD

Calculated values
HOMO	-15.26	eV
net charge	+1
energy relative to the best compared isomer or geometry (same formula, charge and spin)	85.8	kcal per mole
2S+1	1
E_LUMO	-7.37	eV

Element x y z (Å)
C  1.261  1.071  0.026
C  -0.857  0.201  0.022
C  1.438  -0.505  0.073
C  -2.197  0.250  -0.013
C  0.085  -0.922  0.115
N  0.083  1.482  0.038
H  2.214  1.618  -0.114
H  1.776  -0.564  -1.002
H  1.998  -1.261  0.648
H  -2.706  1.228  0.073
H  -2.902  -0.674  -0.081
H  -0.191  -1.925  0.215

---

Record 2
Formula: C5H6N
Source: the Open Molecules 2025 dataset
Level of theory: wB97M-V/def2-TZVPD

Calculated values
HOMO (alpha / beta)	-14.92 / -12.30	eV
net charge	+1
energy relative to the best compared isomer or geometry (same formula, charge and spin)	243.0	kcal per mole
2S+1	1
E_LUMO (alpha / beta)	-6.03 / -9.25	eV

Element x y z (Å)
C  -1.129  0.762  -1.241
C  -1.854  -0.283  0.566
C  -2.222  -0.057  -0.877
C  -0.898  -0.733  -0.563
C  3.365  0.105  0.582
N  0.070  0.536  -1.075
H  -1.771  0.553  1.200
H  -2.345  -1.140  1.051
H  -3.119  -0.186  -1.401
H  3.987  0.529  1.297
H  2.317  -0.171  0.902
H  3.598  0.087  -0.441

---

Record 3
Formula: C5H6N
Source: the Open Molecules 2025 dataset
Level of theory: wB97M-V/def2-TZVPD

Calculated values
HOMO	-14.98	eV
SMILES	C#C[N+](C)=C=C
net charge	+1
energy relative to the best compared isomer or geometry (same formula, charge and spin)	133.4	kcal per mole
2S+1	1
E_LUMO	-5.81	eV

Element x y z (Å)
C  -2.906  0.941  -0.005
C  -1.651  0.862  0.002
N  -0.326  0.416  -0.018
C  -0.452  -1.060  -0.062
C  0.961  0.845  0.105
C  2.131  1.347  -0.010
H  -3.883  1.153  0.315
H  -1.161  -1.401  -0.867
H  -0.942  -1.578  0.833
H  0.437  -1.724  -0.182
H  2.449  1.561  -1.048
H  2.811  1.564  0.830

---

Record 4
Formula: C5H6N
Source: the Open Molecules 2025 dataset
Level of theory: wB97M-V/def2-TZVPD

Calculated values
HOMO (alpha / beta)	-9.35 / -15.29	eV
net charge	+1
<S²>	2.010
energy relative to the best compared isomer or geometry (same formula, charge and spin)	150.2	kcal per mole
2S+1	3
E_LUMO (alpha / beta)	-4.71 / -7.77	eV

Element x y z (Å)
C  -2.024  -0.097  0.866
C  -1.817  0.772  -0.185
C  1.805  0.734  -0.174
C  1.966  -0.418  -0.748
C  -1.163  -0.520  -0.173
N  1.014  -0.421  0.364
H  -2.663  -0.409  1.647
H  -1.908  1.814  -0.460
H  2.151  1.852  -0.145
H  2.365  -0.993  -1.481
H  -0.922  -1.428  -0.774
H  1.195  -0.887  1.263

---

Record 5
Formula: C5H6N
Source: the Open Molecules 2025 dataset
Level of theory: wB97M-V/def2-TZVPD

Calculated values
HOMO (alpha / beta)	-12.30 / -14.23	eV
net charge	+1
<S²>	2.099
energy relative to the best compared isomer or geometry (same formula, charge and spin)	89.5	kcal per mole
2S+1	3
E_LUMO (alpha / beta)	-3.72 / -6.63	eV

Element x y z (Å)
C  -2.894  0.059  -0.358
C  -3.673  -0.731  0.212
C  -0.339  0.192  -0.269
C  -1.697  0.716  -0.082
C  0.966  0.506  0.015
N  1.965  -0.576  0.047
H  -0.580  -0.917  -0.327
H  -1.793  1.622  0.462
H  1.525  1.449  0.030
H  2.289  -0.725  1.037
H  2.789  -0.302  -0.451
H  1.443  -1.293  -0.316

---

Record 6
Formula: C5H6N2
Source: the Open Molecules 2025 dataset
Level of theory: wB97M-V/def2-TZVPD

Calculated values
HOMO	-9.56	eV
SMILES	C=C1C=NN=CC1
energy relative to the best compared isomer or geometry (same formula, charge and spin)	88.9	kcal per mole
2S+1	1
E_LUMO	0.02	eV

Element x y z (Å)
C  -2.308  -0.123  -0.153
C  -0.990  -0.004  -0.080
C  -0.132  -1.265  0.059
N  1.129  -1.366  0.085
N  1.835  -0.053  -0.090
C  1.265  1.047  -0.167
C  -0.297  1.360  0.247
H  -3.063  -0.888  -0.036
H  -2.734  0.885  -0.160
H  -0.807  -2.075  0.204
H  1.752  2.001  -0.244
H  -0.642  2.213  -0.546
H  -0.482  1.717  1.384

---

Record 7
Formula: C5H6N2
Source: the Open Molecules 2025 dataset
Level of theory: wB97M-V/def2-TZVPD

Calculated values
HOMO	-9.12	eV
energy relative to the best compared isomer or geometry (same formula, charge and spin)	110.7	kcal per mole
2S+1	1
E_LUMO	0.83	eV

Element x y z (Å)
C  -1.415  -0.610  0.256
C  -1.089  0.876  0.179
C  0.105  0.624  0.895
N  1.345  1.173  0.719
C  1.860  0.333  -0.156
C  0.894  -0.668  -0.558
N  0.036  -0.767  0.572
H  -1.730  -1.129  -0.653
H  -2.030  -0.927  1.103
H  -0.144  0.410  -1.047
H  -1.726  1.753  0.087
H  2.838  0.501  -0.607
H  1.136  -1.546  -1.157

---

Record 8
Formula: C5H6N2
Source: the Open Molecules 2025 dataset
Level of theory: wB97M-V/def2-TZVPD

Calculated values
HOMO	-9.77	eV
SMILES	C1=N[C@H]1C[C@H]1C=N1
energy relative to the best compared isomer or geometry (same formula, charge and spin)	101.5	kcal per mole
2S+1	1
E_LUMO	0.95	eV

Element x y z (Å)
C  1.332  -0.843  0.953
N  2.418  -0.497  0.429
C  1.217  0.452  0.342
C  0.340  0.515  -0.892
C  -1.116  0.509  -0.401
C  -1.832  -0.668  0.046
N  -1.374  -0.015  1.012
H  0.813  -1.710  1.337
H  1.262  1.358  0.948
H  0.567  -0.351  -1.528
H  0.510  1.412  -1.497
H  -1.703  1.393  -0.641
H  -2.435  -1.555  -0.109

---

Record 9
Formula: C5H6N2
Source: the Open Molecules 2025 dataset
Level of theory: wB97M-V/def2-TZVPD

Calculated values
HOMO	-9.76	eV
SMILES	C#C[C@H](C#N)CN
energy relative to the best compared isomer or geometry (same formula, charge and spin)	77.6	kcal per mole
2S+1	1
E_LUMO	0.83	eV

Element x y z (Å)
C  2.026  -1.874  -0.505
C  1.339  -1.014  -0.035
C  0.449  0.025  0.521
C  -0.404  -0.672  1.623
N  -1.126  -1.185  2.317
C  -0.582  0.403  -0.531
N  -0.850  1.780  -0.367
H  2.363  -2.527  -1.259
H  1.050  0.711  1.031
H  -0.155  0.261  -1.615
H  -1.457  -0.246  -0.386
H  -1.605  2.044  0.399
H  -1.048  2.294  -1.192

---

Record 10
Formula: C5H6N2
Source: the Open Molecules 2025 dataset
Level of theory: wB97M-V/def2-TZVPD

Calculated values
HOMO	-9.02	eV
SMILES	Cc1cc2n(n1)C2
energy relative to the best compared isomer or geometry (same formula, charge and spin)	99.8	kcal per mole
2S+1	1
E_LUMO	0.93	eV

Element x y z (Å)
C  2.242  0.425  0.032
C  0.743  0.220  0.245
C  0.007  -1.061  0.282
C  -1.307  -0.691  0.286
N  -1.335  0.740  0.408
N  -0.120  1.191  0.154
C  -2.401  0.009  -0.389
H  2.699  -0.511  0.142
H  2.316  0.896  -0.894
H  2.575  0.998  0.782
H  0.379  -2.063  0.293
H  -2.356  -0.065  -1.434
H  -3.443  -0.087  0.094

---

no.,total energy (eV)
1,-6761.455
2,-6754.639
3,-6759.395
4,-6754.406
5,-6757.037
6,-8258.502
7,-8257.558
8,-8257.959
9,-8258.992
10,-8258.032